Entry from OMol25: C23H14BrN3O5Re as an isolated structure (ωB97M-V with the def2-TZVPD basis set).

XYZ file:
```
47
Properties=species:S:1:pos:R:3:nbo_charge:R:1
Re -0.536 0.542 1.024 1.6887
Br 2.064 -3.856 6.348 0.1806
C 1.202 -2.640 5.218 -0.1104
C -0.105 -2.221 5.518 -0.1112
C -0.767 -1.320 4.711 -0.2567
C -0.136 -0.839 3.573 0.4192
O -0.790 0.055 2.802 -0.6014
C 1.179 -1.243 3.251 -0.2216
C 1.907 -0.666 2.186 0.2433
N 1.411 0.109 1.249 -0.4653
C 2.270 0.904 0.423 0.0613
C 3.529 0.613 -0.025 -0.1433
C 4.238 1.591 -0.758 -0.1792
C 3.697 2.822 -1.013 -0.1180
C 2.388 3.130 -0.567 -0.1107
C 1.731 4.366 -0.751 -0.0167
C 0.457 4.550 -0.262 -0.2603
C -0.192 3.498 0.380 0.1462
N 0.397 2.316 0.566 -0.4905
C 1.686 2.140 0.126 0.2317
C 1.844 -2.144 4.112 -0.1397
H -0.593 -2.607 6.403 0.2625
H -1.768 -0.986 4.945 0.2615
H 2.983 -0.814 2.180 0.2306
H 3.990 -0.348 0.167 0.2451
H 5.231 1.355 -1.111 0.2578
H 4.261 3.568 -1.558 0.2517
H 2.238 5.169 -1.271 0.2574
H -0.060 5.491 -0.380 0.2698
H -1.207 3.599 0.743 0.2390
H 2.859 -2.446 3.890 0.2483
O -0.496 0.348 -1.069 -0.6398
C -1.549 -0.369 -1.045 0.8069
O -1.978 -0.526 0.188 -0.6415
C -2.212 -0.941 -2.183 -0.1737
C -3.355 -1.726 -1.990 -0.1174
C -3.990 -2.274 -3.087 -0.2030
C -3.462 -2.019 -4.340 0.1187
C -2.333 -1.247 -4.558 -0.2044
C -1.698 -0.700 -3.462 -0.1204
N -4.146 -2.610 -5.525 0.5184
O -3.665 -2.365 -6.606 -0.3311
O -5.123 -3.286 -5.304 -0.3281
H -3.734 -1.902 -0.993 0.2458
H -4.874 -2.887 -2.993 0.2803
H -1.979 -1.092 -5.566 0.2787
H -0.814 -0.090 -3.586 0.2411
```

multiplicity: 2
<S²>: 0.76
LUMO energy (alpha / beta): -8.39 / -8.18 eV
highest occupied orbital energy (alpha / beta): -14.63 / -14.63 eV
gap between HOMO and LUMO (alpha / beta): 6.24 / 6.45 eV
charge: +2
relative energy (zero: lowest compared OMol25 entry of this formula, charge and spin): 0.000 eV

---

Entry from OMol25: C17H18F2N4OS in the gas phase at a distorted geometry (ωB97M-V with the def2-TZVPD basis set).

XYZ file:
```
43
Properties=species:S:1:pos:R:3:nbo_charge:R:1
F -7.041 -1.052 -0.771 -0.3237
C -5.932 -1.172 -0.031 0.7936
F -5.734 -2.508 0.129 -0.3494
O -4.922 -0.584 -0.700 -0.5063
C -3.763 -0.255 -0.010 0.3832
C -3.414 -0.803 1.215 -0.3444
C -2.232 -0.392 1.814 -0.1520
C -1.401 0.524 1.204 -0.2901
C -1.737 1.044 -0.047 0.1809
N -0.936 1.969 -0.708 -0.6230
C 0.350 2.352 -0.397 0.3033
S 0.716 3.963 -0.468 -0.2299
N 1.257 1.401 -0.089 -0.4345
C 2.589 1.780 0.331 -0.2401
C 3.067 0.810 1.418 -0.2144
N 3.046 -0.547 0.927 -0.4193
C 4.112 -1.110 0.267 0.3884
C 5.444 -0.730 0.506 -0.3071
C 6.452 -1.404 -0.147 -0.1420
C 6.137 -2.439 -1.020 -0.3137
C 4.800 -2.745 -1.184 0.0703
N 3.819 -2.106 -0.572 -0.5014
C 1.710 -0.928 0.520 -0.2322
C 1.184 0.028 -0.557 -0.2369
C -2.936 0.660 -0.642 -0.3060
H -6.130 -0.749 0.974 0.1169
H -4.031 -1.542 1.699 0.2306
H -1.964 -0.795 2.779 0.2194
H -0.504 0.861 1.697 0.2263
H -1.438 2.675 -1.231 0.4250
H 2.560 2.804 0.708 0.2536
H 3.278 1.740 -0.523 0.1985
H 4.063 1.094 1.749 0.2150
H 2.392 0.868 2.279 0.2009
H 5.689 0.063 1.194 0.2124
H 7.483 -1.127 0.023 0.2163
H 6.904 -2.983 -1.547 0.2198
H 4.481 -3.541 -1.846 0.1913
H 1.749 -1.940 0.121 0.2592
H 1.062 -0.902 1.400 0.1962
H 0.164 -0.232 -0.830 0.2307
H 1.825 -0.072 -1.444 0.2059
H -3.235 1.063 -1.596 0.2287
```

multiplicity: 1
LUMO energy: 0.58 eV
highest occupied orbital energy: -8.08 eV
gap between HOMO and LUMO: 8.65 eV
SMILES string: FC(F)Oc1cccc(NC(=S)N2CCN(c3ccccn3)CC2)c1

---

Entry from OMol25: CH5ClNP as an isolated structure at a distorted geometry (ωB97M-V with the def2-TZVPD basis set).

XYZ file:
```
9
Properties=species:S:1:pos:R:3:nbo_charge:R:1
C -1.160 -0.788 -0.042 -0.9855
N 1.691 0.490 -0.395 -0.9970
P -0.613 0.939 0.005 0.8802
Cl -0.192 0.917 1.955 -0.2848
H -1.022 -1.261 -1.105 0.2468
H -2.078 -0.888 0.449 0.2409
H -0.438 -1.242 0.495 0.2435
H 1.951 1.369 -0.034 0.3315
H 1.861 0.464 -1.328 0.3243
```

multiplicity: 1
LUMO energy: -0.08 eV
highest occupied orbital energy: -9.01 eV
gap between HOMO and LUMO: 8.92 eV
relative energy (zero: lowest compared OMol25 entry of this formula, charge and spin): 2.503 eV

---

Entry from OMol25: C6H8N2 in the gas phase at a distorted geometry (ωB97M-V with the def2-TZVPD basis set).

XYZ file:
```
16
Properties=species:S:1:pos:R:3:nbo_charge:R:1
H 1.641 1.206 2.466 0.3425
N 0.778 0.648 2.279 -0.7054
C 0.756 0.538 0.997 0.4129
C 1.122 1.566 -0.050 -0.2284
C 0.347 1.271 -1.195 -0.2002
C -0.130 0.021 -1.011 0.0969
C -0.693 -0.715 -1.960 -0.3896
N 0.120 -0.445 0.323 -0.4379
C -0.830 -1.336 1.008 -0.4764
H 1.647 2.504 0.054 0.2242
H 0.441 1.838 -2.175 0.2405
H -0.784 -0.386 -3.048 0.2112
H -1.138 -1.635 -1.737 0.2021
H -1.126 -1.255 2.239 0.2640
H -0.244 -2.470 1.295 0.2138
H -1.904 -1.351 0.515 0.2298
```

multiplicity: 1
LUMO energy: -0.09 eV
highest occupied orbital energy: -8.19 eV
gap between HOMO and LUMO: 8.10 eV
SMILES string: [H]/N=C1\C=CC(=C)N1C
relative energy (zero: lowest compared OMol25 entry of this formula, charge and spin): 3.406 eV

---

Entry from OMol25: C5H7NO in the gas phase at a distorted geometry (ωB97M-V with the def2-TZVPD basis set).

XYZ file:
```
14
Properties=species:S:1:pos:R:3:nbo_charge:R:1
O 1.586 1.569 -1.533 -0.5218
C 1.066 0.664 -0.935 0.5577
C 1.399 -0.219 0.273 -0.3548
N 0.170 -1.038 0.049 -0.4060
C -0.943 -0.659 0.950 -0.2435
C -1.286 0.595 0.147 -0.4429
C -0.208 -0.079 -1.024 -0.1565
H 2.282 -0.835 0.125 0.2356
H 1.450 0.325 1.221 0.2095
H -0.596 -0.496 1.983 0.1987
H -1.714 -1.435 0.985 0.2074
H -0.912 1.522 0.582 0.2250
H -1.757 0.580 -0.816 0.2717
H -0.536 -0.494 -2.005 0.2198
```

multiplicity: 1
LUMO energy: 0.89 eV
highest occupied orbital energy: -8.75 eV
gap between HOMO and LUMO: 9.64 eV
SMILES string: O=C1CN2CC[C@@H]12
relative energy (zero: lowest compared OMol25 entry of this formula, charge and spin): 4.260 eV

---

Entry from OMol25: C4H5NO in the gas phase at a distorted geometry (ωB97M-V with the def2-TZVPD basis set).

XYZ file:
```
11
Properties=species:S:1:pos:R:3:nbo_charge:R:1
C -1.625 -0.338 -0.276 -0.7094
C -0.514 0.480 0.252 0.2490
O 0.245 -0.035 1.195 -0.4141
C 1.518 0.273 0.751 -0.0769
C 1.908 -0.195 -0.512 0.1627
N 2.227 -0.594 -1.563 -0.3364
H -2.427 0.277 -0.691 0.2336
H -1.259 -0.997 -1.076 0.2508
H -2.008 -0.990 0.518 0.2399
H -0.272 1.478 -0.095 0.1857
H 2.207 0.642 1.498 0.2151
```

multiplicity: 1
LUMO energy (alpha / beta): -0.82 / 0.05 eV
highest occupied orbital energy (alpha / beta): -7.93 / -8.53 eV
gap between HOMO and LUMO (alpha / beta): 7.11 / 8.58 eV
relative energy (zero: lowest compared OMol25 entry of this formula, charge and spin): 3.913 eV

---

Entry from OMol25: C14H26IOP2SeY as an isolated structure at a distorted geometry (ωB97M-V with the def2-TZVPD basis set).

XYZ file:
```
46
Properties=species:S:1:pos:R:3:mulliken_charge:R:1
C -1.143 -0.471 -6.453 -0.7502
I -0.737 -0.896 -4.376 0.1307
H -1.624 0.503 -6.492 0.2997
H -1.799 -1.258 -6.819 0.2856
H -0.188 -0.470 -6.972 0.2774
Y -0.254 0.061 -0.605 1.0465
P -2.455 -0.619 -0.343 1.1717
C -2.818 -2.408 -0.500 -1.2712
C -3.171 -0.179 1.284 -1.4035
H -4.233 -0.443 1.333 0.4449
H -4.648 -0.125 -1.317 0.4132
H -3.044 0.897 1.430 0.4002
H -3.495 1.241 -1.460 0.3961
H -2.242 -2.961 0.246 0.3767
H -2.625 -0.706 2.072 0.3216
C -3.612 0.157 -1.533 -1.2615
H -3.885 -2.606 -0.356 0.4197
H -3.349 -0.156 -2.547 0.3287
H -2.515 -2.754 -1.492 0.3750
P 1.849 1.012 -0.815 1.1098
C 3.258 -0.105 -1.169 -1.3318
C 1.960 2.270 -2.141 -1.3505
H 1.625 2.663 0.921 0.4024
H 3.354 2.427 0.503 0.5013
H 2.490 1.228 1.511 0.3031
C 2.395 1.926 0.675 -1.4084
H 1.176 3.012 -1.970 0.4119
H 2.943 2.755 -2.146 0.4056
H 4.195 0.456 -1.247 0.4183
H 3.073 -0.636 -2.107 0.3918
H 1.782 1.791 -3.108 0.3919
H 3.343 -0.845 -0.369 0.3854
C 0.353 -1.629 -0.901 -0.6657
O 0.744 -2.716 -1.091 -0.2119
Se -0.603 1.612 1.825 0.0508
C 0.415 0.612 3.098 0.3489
C 0.348 -0.782 3.160 0.0028
C 1.083 -1.469 4.134 -0.8908
C 1.880 -0.760 5.043 -0.4528
C 1.945 0.634 4.978 -0.5467
C 1.212 1.319 4.008 -0.3613
H -0.272 -1.331 2.465 0.3993
H 1.031 -2.547 4.191 0.4238
H 2.444 -1.290 5.800 0.4227
H 2.557 1.185 5.681 0.4206
H 1.259 2.400 3.966 0.4280
```

multiplicity: 1
LUMO energy (alpha / beta): -9.00 / -7.92 eV
highest occupied orbital energy (alpha / beta): -14.58 / -14.92 eV
gap between HOMO and LUMO (alpha / beta): 5.58 / 7.00 eV
charge: +2
relative energy (zero: lowest compared OMol25 entry of this formula, charge and spin): 7.846 eV

---

Entry from OMol25: a 4-piece molecular cluster, C24H58NO5P2S overall (ωB97M-V with the def2-TZVPD basis set).

XYZ file:
```
91
Properties=species:S:1:pos:R:3:mulliken_charge:R:1
C 4.751 -5.033 2.801 -1.5296
C 4.454 -3.909 1.816 1.2065
O 5.527 -3.804 0.862 -0.6203
C 4.312 -2.523 2.488 -1.1618
N 2.969 -1.988 2.595 0.2409
C 2.144 -2.430 3.708 -0.4405
C 1.572 -3.860 3.615 -0.5995
O 0.165 -3.924 3.753 -0.4778
C -0.526 -3.201 2.694 0.9639
P -0.362 -4.113 1.202 -0.1741
S 1.013 -3.580 -0.124 -0.3771
P -2.140 -2.859 3.253 0.4699
O -2.278 -1.901 4.365 -0.7827
O -2.906 -4.251 3.688 -0.5979
O -2.992 -2.390 1.946 -0.5183
H 4.025 -5.036 3.618 0.2457
H 5.750 -4.883 3.226 0.3929
H 4.719 -6.014 2.316 0.3564
H 3.525 -4.122 1.272 -0.0511
H 5.431 -4.520 0.224 0.3559
H 4.745 -2.550 3.498 0.3204
H 4.930 -1.837 1.898 0.3733
H 2.464 -2.111 1.721 -0.3268
H 1.286 -1.754 3.796 0.3504
H 2.731 -2.327 4.629 0.4959
H 1.973 -4.509 4.403 0.1175
H 1.873 -4.300 2.651 0.2323
H -1.613 -4.184 0.543 -0.0308
H -0.185 -5.463 1.581 0.0453
H -3.236 -4.772 2.949 0.3442
H -3.266 -3.100 1.358 0.3097
C -0.301 1.992 -4.074 -1.1502
C 1.036 2.088 -3.347 1.3152
C 2.140 1.250 -3.991 -1.0909
C 1.856 -0.254 -4.015 -1.1066
C 1.596 -0.871 -2.642 0.2453
C 2.776 -0.757 -1.687 -0.0373
H -0.683 0.970 -4.076 0.2930
H -1.051 2.622 -3.592 0.0607
H -0.206 2.321 -5.112 0.4148
H 0.905 1.788 -2.304 -1.1576
H 1.357 3.134 -3.322 0.5273
H 3.079 1.435 -3.462 0.3298
H 2.297 1.599 -5.018 0.4369
H 2.709 -0.762 -4.479 0.4284
H 0.999 -0.452 -4.666 0.3596
H 1.345 -1.927 -2.766 0.5146
H 0.714 -0.413 -2.184 -0.3094
H 3.661 -1.253 -2.096 0.4610
H 2.537 -1.229 -0.735 -0.6570
H 3.039 0.284 -1.482 0.0725
C 2.181 3.495 -0.058 -0.8475
C 1.065 3.348 0.971 -0.1019
C 1.339 2.261 2.010 -1.1314
C 1.485 0.850 1.438 -0.0692
C 0.282 0.356 0.638 3.2608
C -0.998 0.263 1.460 -1.8714
H 2.326 2.573 -0.624 -0.0718
H 1.963 4.291 -0.774 0.3673
H 3.130 3.735 0.430 0.3636
H 0.123 3.136 0.457 -0.1168
H 0.923 4.304 1.485 0.4228
H 0.536 2.270 2.753 0.3908
H 2.257 2.516 2.553 0.4536
H 1.667 0.158 2.262 -0.2604
H 2.382 0.798 0.812 0.2670
H 0.513 -0.637 0.242 -0.5146
H 0.124 1.005 -0.234 -1.5637
H -0.864 -0.422 2.302 0.3253
H -1.822 -0.120 0.855 0.3644
H -1.303 1.238 1.852 0.2715
C -7.219 3.920 -1.771 -1.2229
C -5.999 3.972 -0.858 -0.3832
C -4.714 4.378 -1.578 -0.7387
C -4.278 3.430 -2.697 -0.7259
C -4.071 1.980 -2.263 -0.5883
C -2.989 1.811 -1.203 -0.6625
H -7.096 3.182 -2.566 0.2804
H -8.118 3.652 -1.214 0.3936
H -7.394 4.890 -2.243 0.2878
H -5.863 3.000 -0.375 0.2261
H -6.186 4.685 -0.050 0.4020
H -3.911 4.467 -0.842 0.2902
H -4.847 5.380 -2.002 0.4249
H -3.342 3.808 -3.123 0.2468
H -5.010 3.461 -3.510 0.3975
H -3.805 1.390 -3.145 0.3661
H -5.013 1.561 -1.895 0.3859
H -2.033 2.195 -1.566 -0.0321
H -2.847 0.762 -0.942 0.3247
H -3.233 2.341 -0.281 0.3062
```

multiplicity: 1
LUMO energy: 2.53 eV
highest occupied orbital energy: -4.29 eV
gap between HOMO and LUMO: 6.82 eV
charge: -1